This record from OMol25 describes one molecule with the formula C19H23N3O2S at a distorted geometry. The level of theory is ωB97M-V/def2-TZVPD.

## Properties
LUMO (hartree): 0.002
HOMO-LUMO gap (eV): 8.11
Net charge: 0
SMILES: CC(C)(C)c1cc(-c2csc3nc(=O)cnn23)cc(C(C)(C)C)c1O

Cartesian coordinates (Å):
S (4.83787, -0.84447, 1.97729)
O (-2.42881, -0.48723, -1.40507)
O (4.97238, 3.83529, 3.78777)
N (2.94633, 0.96473, 2.02837)
N (4.99318, 1.67853, 3.05338)
N (2.23065, 2.09065, 2.35949)
C (-1.28792, -0.50509, -0.71514)
C (-0.78534, -4.10037, 0.65743)
C (4.34281, 2.87292, 3.29028)
C (-0.62326, 0.76043, -0.66950)
C (-0.77540, -1.61761, -0.06617)
C (3.34738, -1.16802, 1.14611)
C (-2.90087, -2.89025, 0.31147)
C (1.11109, -0.27571, 0.73020)
C (-2.42286, 2.58182, -0.75034)
C (0.57668, 0.83624, 0.05423)
C (-1.41753, 1.81573, -2.96168)
C (2.91765, 3.03599, 2.96487)
C (-1.44505, -2.97713, -0.17294)
C (2.41338, -0.16450, 1.31640)
C (-0.12199, 3.21950, -1.47321)
C (4.28304, 0.76003, 2.42978)
C (-1.34801, -3.40314, -1.64963)
C (0.43680, -1.49915, 0.61665)
C (-1.13769, 2.06246, -1.43975)
H (2.40202, 3.97248, 3.22524)
H (-2.01139, -2.80939, -2.28321)
H (-2.31000, 2.41762, 0.31840)
H (-0.32499, -3.24226, -2.02337)
H (-2.34463, 1.28857, -3.17939)
H (3.17159, -2.08557, 0.53372)
H (-2.91306, -2.25012, 1.22605)
H (-3.56902, -2.46416, -0.45633)
H (-1.61936, -4.45406, -1.79152)
H (-1.21774, -5.07905, 0.48125)
H (0.15234, 3.59287, -0.48828)
H (-2.54794, 0.39946, -1.81887)
H (0.75549, 2.87840, -2.03967)
H (-0.61240, 1.26517, -3.43613)
H (-2.48616, 3.64866, -0.92819)
H (-1.54367, 2.76696, -3.47212)
H (-0.54709, 4.07158, -1.99565)
H (0.89887, -2.38582, 1.07374)
H (0.30735, -4.23200, 0.47266)
H (-3.30037, -3.88783, 0.54360)
H (-0.90132, -3.87589, 1.70606)
H (1.15616, 1.76780, 0.03833)
H (-3.30922, 2.11490, -1.12663)